# 1
{"formula": "C28H19IrN4O9S2", "method": "ωB97M-V/def2-TZVPD", "fmax_ev_per_a": 1.1, "e_above_lowest_ev": 0.0000, "orbital_gap_ev": 4.3, "homo_energy_ev": -1.17, "charge": -2, "total_energy_ha": -2875.313471, "elements": ["Ir", "C", "O", "C", "C", "C", "C", "C", "C", "N", "N", "C", "O", "C", "C", "C", "C", "C", "C", "C", "O", "H", "H", "H", "H", "H", "H", "H", "H", "H", "H", "H", "H", "S", "C", "C", "C", "C", "C", "C", "S", "H", "H", "H", "H", "O", "C", "O", "C", "C", "C", "C", "C", "C", "N", "O", "O", "N", "O", "O", "H", "H", "H"], "positions_angstrom": [[0.5681, -0.2817, -0.2708], [1.9691, -3.5042, 2.4109], [0.7832, -3.5768, 3.2094], [-0.1891, -2.6089, 3.2086], [-1.0292, -2.6506, 4.2968], [-2.0505, -1.7094, 4.4698], [-2.1934, -0.7165, 3.5357], [-1.3686, -0.6413, 2.3961], [-1.6308, 0.4844, 1.5189], [-0.9864, 0.7505, 0.4469], [-1.2978, 1.9036, -0.2497], [-0.4968, 2.0423, -1.2738], [0.4567, 1.2504, -1.6219], [-0.7003, 3.2471, -2.1298], [0.0214, 3.3689, -3.3129], [-0.1532, 4.4773, -4.1294], [-1.0460, 5.4774, -3.7695], [-1.7647, 5.3611, -2.5856], [-1.5940, 4.2527, -1.7706], [-0.3572, -1.6239, 2.1766], [0.3905, -1.7354, 1.1255], [2.5825, -4.3324, 2.7703], [2.4981, -2.5625, 2.5585], [1.7660, -3.6154, 1.3511], [-0.8561, -3.4300, 5.0303], [-2.6965, -1.7561, 5.3378], [-2.9601, 0.0415, 3.6580], [-2.4176, 1.1800, 1.8037], [0.7180, 2.5817, -3.5684], [0.4120, 4.5608, -5.0504], [-1.1818, 6.3435, -4.4072], [-2.4615, 6.1395, -2.2966], [-2.1472, 4.1419, -0.8482], [1.8776, 0.9308, 1.1247], [3.5176, 0.4476, 0.7006], [4.5798, 1.0362, 1.3895], [5.8970, 0.6953, 1.1220], [6.1679, -0.2556, 0.1436], [5.1208, -0.8446, -0.5470], [3.7843, -0.5134, -0.2934], [2.5059, -1.2929, -1.2038], [4.3527, 1.7766, 2.1495], [6.7035, 1.1679, 1.6720], [7.1911, -0.5366, -0.0823], [5.3250, -1.5885, -1.3098], [-2.3318, -0.6308, -1.8186], [-1.5663, -1.5649, -2.0366], [-0.3891, -1.7818, -1.6233], [-2.0912, -2.6881, -2.9396], [-1.3760, -3.8696, -3.0915], [-1.8920, -4.8661, -3.9047], [-3.0854, -4.7328, -4.5879], [-3.7643, -3.5415, -4.4181], [-3.2965, -2.5219, -3.6055], [-5.0392, -3.3690, -5.1334], [-5.5935, -2.2922, -5.0588], [-5.4285, -4.2887, -5.8336], [-1.1501, -6.1290, -4.0641], [-0.1425, -6.2837, -3.4100], [-1.6163, -6.9705, -4.8154], [-0.4305, -3.9812, -2.5792], [-3.4661, -5.5176, -5.2193], [-3.8453, -1.6015, -3.4652]]}


# 2
{"formula": "C28H19MnN6OS", "method": "ωB97M-V/def2-TZVPD", "fmax_ev_per_a": 0.7, "e_above_lowest_ev": 0.0000, "spin_multiplicity": 5, "orbital_gap_ev": [5.4, 5.2], "homo_energy_ev": [-13.18, -13.24], "charge": 2, "total_energy_ha": -3030.775482, "elements": ["Mn", "C", "C", "N", "C", "C", "N", "C", "C", "C", "C", "C", "N", "C", "C", "N", "C", "C", "N", "C", "C", "C", "N", "C", "C", "H", "H", "H", "H", "H", "H", "H", "H", "H", "H", "H", "H", "C", "C", "O", "S", "C", "C", "C", "C", "C", "C", "C", "C", "H", "H", "H", "H", "H", "H", "H"], "positions_angstrom": [[1.3779, -0.4764, 0.7517], [3.2553, 1.3564, -2.6590], [2.7801, 1.1474, -1.3669], [2.1391, 0.0196, -1.0674], [1.9680, -0.9111, -2.0364], [2.4357, -0.6599, -3.3132], [3.0736, 0.4654, -3.6200], [1.3033, -2.1562, -1.5854], [0.8840, -3.2055, -2.3695], [0.2307, -4.3021, -1.7799], [0.0089, -4.2538, -0.3926], [0.4527, -3.1741, 0.3347], [1.1104, -2.1686, -0.2588], [0.2714, -2.9373, 1.7859], [-0.2345, -3.8457, 2.6972], [-0.3146, -3.5689, 3.9952], [0.1084, -2.3835, 4.4029], [0.6042, -1.4354, 3.5112], [0.6794, -1.7185, 2.2126], [-0.2255, -5.4530, -2.5917], [-0.9143, -6.5188, -2.0167], [-1.3201, -7.5761, -2.8187], [-1.0829, -7.6281, -4.1231], [-0.4256, -6.6186, -4.6794], [0.0199, -5.5176, -3.9615], [3.7837, 2.2670, -2.9101], [2.8892, 1.8857, -0.5851], [2.3065, -1.3820, -4.1096], [1.0472, -3.1714, -3.4347], [-0.5150, -5.0519, 0.1080], [-0.5750, -4.8245, 2.3837], [0.0504, -2.1651, 5.4614], [0.9148, -0.4501, 3.8291], [-1.1539, -6.5639, -0.9645], [-1.8574, -8.4124, -2.3891], [-0.2428, -6.6861, -5.7446], [0.5504, -4.7462, -4.4999], [-2.5322, 9.5664, 1.0727], [-2.4662, 8.0730, 1.1698], [-2.5792, 7.2954, 0.2731], [-2.1838, 7.5145, 2.8975], [-1.4689, 5.9422, 2.5245], [-0.1004, 5.7489, 2.7158], [0.4740, 4.5314, 2.4178], [-0.3252, 3.4913, 1.9185], [-1.7017, 3.6862, 1.7326], [-2.2666, 4.9054, 2.0410], [0.2541, 2.2439, 1.6014], [0.7417, 1.1469, 1.3308], [-2.8300, 9.8559, 0.0688], [-1.5554, 9.9830, 1.3181], [-3.2433, 9.9551, 1.8040], [0.5034, 6.5601, 3.0989], [1.5340, 4.3742, 2.5648], [-2.3125, 2.8788, 1.3519], [-3.3254, 5.0687, 1.9021]]}


# 3
{"formula": "C28H20AuF9IN5P", "method": "ωB97M-V/def2-TZVPD", "fmax_ev_per_a": 0.5, "e_above_lowest_ev": 0.4195, "orbital_gap_ev": 7.4, "homo_energy_ev": -4.98, "charge": -1, "total_energy_ha": -3026.462588, "elements": ["Au", "N", "N", "N", "C", "N", "N", "H", "H", "H", "F", "C", "F", "F", "C", "C", "C", "C", "C", "C", "P", "C", "C", "C", "C", "C", "C", "C", "F", "F", "F", "C", "C", "C", "C", "C", "C", "C", "F", "F", "F", "H", "H", "H", "H", "H", "H", "H", "H", "H", "H", "H", "H", "I", "C", "C", "C", "C", "C", "C", "H", "H", "H", "H", "H"], "positions_angstrom": [[0.6171, -0.8619, 0.2343], [-1.5805, -4.0243, -2.8902], [-2.1570, -3.0572, -2.0754], [-2.4100, -3.2701, -0.8042], [-2.8451, -2.0782, -0.4339], [-2.8455, -1.1909, -1.4442], [-2.4014, -1.8407, -2.4888], [-2.3378, -4.4815, -3.3869], [-0.9693, -3.5223, -3.5270], [-3.1469, -1.8476, 0.5725], [-5.3874, 4.4797, -4.4250], [-4.3969, 5.2168, -3.8937], [-4.9819, 6.2176, -3.2007], [-3.7512, 5.8028, -4.9248], [-3.4676, 4.4087, -3.0345], [-2.5107, 5.0763, -2.2715], [-1.6335, 4.3513, -1.4921], [-1.6941, 2.9546, -1.4588], [-2.6548, 2.3017, -2.2192], [-3.5420, 3.0289, -3.0120], [-0.5454, 1.8933, -0.4934], [1.0254, 2.6007, -1.1370], [1.5208, 2.0030, -2.2918], [2.6558, 2.5008, -2.9164], [3.3112, 3.5964, -2.3783], [2.8424, 4.1870, -1.2104], [1.7079, 3.6883, -0.5952], [4.5401, 4.1639, -3.0250], [4.8672, 3.5322, -4.1648], [4.3871, 5.4718, -3.3323], [5.6183, 4.0958, -2.2149], [-0.6524, 2.6428, 1.1758], [-1.8541, 3.1932, 1.6203], [-2.0188, 3.5802, 2.9410], [-0.9777, 3.4108, 3.8415], [0.2207, 2.8523, 3.4195], [0.3786, 2.4735, 2.0991], [-1.1197, 3.8484, 5.2692], [-2.4082, 3.9977, 5.6358], [-0.5624, 2.9777, 6.1291], [-0.5193, 5.0407, 5.4955], [-2.4577, 6.1577, -2.2919], [-0.8871, 4.8703, -0.9017], [-2.7252, 1.2220, -2.1746], [-4.2885, 2.5125, -3.5989], [1.0422, 1.1164, -2.6918], [3.0330, 2.0195, -3.8077], [3.3607, 5.0369, -0.7841], [1.3493, 4.1615, 0.3111], [-2.6838, 3.3166, 0.9344], [-2.9604, 3.9992, 3.2687], [1.0216, 2.6797, 4.1261], [1.2992, 1.9891, 1.7952], [1.3494, -1.8166, -2.1389], [-0.6095, -0.2860, 4.9449], [0.6899, -0.6163, 4.5861], [1.0314, -0.7880, 3.2473], [0.0990, -0.6250, 2.2136], [-1.2065, -0.3033, 2.6108], [-1.5614, -0.1382, 3.9445], [-0.8765, -0.1435, 5.9849], [1.4461, -0.7410, 5.3541], [2.0561, -1.0447, 3.0046], [-1.9681, -0.1385, 1.8535], [-2.5812, 0.1278, 4.2028]]}


# 4
{"formula": "C28H20ClIKN5O2", "method": "ωB97M-V/def2-TZVPD", "fmax_ev_per_a": 0.7, "e_above_lowest_ev": 0.1912, "orbital_gap_ev": 6.0, "homo_energy_ev": -1.79, "charge": -2, "total_energy_ha": -2861.272138, "elements": ["K", "O", "C", "N", "C", "C", "C", "C", "C", "C", "N", "C", "C", "C", "C", "C", "N", "H", "H", "H", "H", "H", "H", "H", "H", "H", "H", "Cl", "C", "C", "C", "C", "O", "C", "C", "N", "C", "C", "C", "C", "C", "C", "C", "C", "N", "C", "C", "H", "H", "H", "H", "H", "H", "H", "H", "H", "H", "I"], "positions_angstrom": [[0.3497, -1.1168, 1.2141], [4.9075, -0.8639, -0.3517], [3.7174, -1.1653, -0.0593], [3.0044, -0.8185, 0.9841], [3.6841, 0.0875, 1.8883], [2.6528, 0.9256, 2.6062], [2.4585, 0.8442, 3.9821], [1.4450, 1.5842, 4.5711], [0.6528, 2.3915, 3.7737], [0.9231, 2.4238, 2.4134], [1.8969, 1.7228, 1.8386], [2.9705, -2.0211, -1.0857], [3.6822, -2.5177, -2.1775], [3.0097, -3.2239, -3.1582], [1.6420, -3.4236, -3.0261], [1.0176, -2.9097, -1.9008], [1.6558, -2.2249, -0.9535], [4.3764, 0.7481, 1.3510], [4.2848, -0.4585, 2.6287], [3.0709, 0.1698, 4.5672], [1.2543, 1.5072, 5.6352], [-0.1814, 2.9470, 4.1812], [0.3051, 3.0152, 1.7448], [4.7416, -2.3086, -2.2217], [3.5407, -3.6149, -4.0196], [1.0722, -3.9627, -3.7719], [-0.0470, -3.0602, -1.7444], [-6.7690, 2.3797, 3.4219], [-5.2017, 1.6743, 3.0223], [-4.3760, 1.1910, 4.0541], [-3.1491, 0.6644, 3.7628], [-2.6339, 0.5800, 2.4125], [-1.4762, 0.1886, 2.1640], [-3.5510, 1.0295, 1.3793], [-3.2241, 0.9403, -0.0271], [-2.2288, 0.3145, -0.5201], [-2.0187, 0.2442, -1.8826], [-2.9944, -0.0602, -2.8079], [-2.6829, -0.2089, -4.1773], [-1.4035, -0.0630, -4.6320], [-0.3659, 0.2391, -3.7143], [0.9915, 0.3677, -4.0913], [1.9353, 0.6422, -3.1475], [1.5287, 0.7886, -1.8003], [0.2849, 0.6703, -1.4153], [-0.6649, 0.3999, -2.3437], [-4.7924, 1.5899, 1.7194], [-4.7264, 1.2392, 5.0790], [-2.5058, 0.2825, 4.5476], [-3.9086, 1.4857, -0.7025], [-4.0045, -0.2340, -2.4584], [-3.4746, -0.4619, -4.8728], [-1.1631, -0.1952, -5.6814], [1.2668, 0.2296, -5.1319], [2.9844, 0.7177, -3.4036], [2.2569, 0.9707, -1.0130], [-5.4418, 1.9502, 0.9272], [-0.5788, -4.2331, 2.4235]]}